Here is an isolated molecule of C5H11NO from the Open Molecules 2025 dataset. Energies are from ωB97M-V/def2-TZVPD.

The geometry in XYZ format:
```
18
Properties=species:S:1:pos:R:3:nbo_charge:R:1
C -0.94 -1.90 1.95 -0.417
N -0.26 -1.30 0.81 -0.621
C -0.32 0.05 0.63 0.678
O -0.76 0.77 1.52 -0.635
C -0.01 0.64 -0.75 -0.309
C 0.27 2.14 -0.63 -0.597
C 1.08 0.01 -1.63 -0.609
H -0.23 -2.18 2.73 0.193
H -1.45 -2.82 1.64 0.194
H -1.65 -1.19 2.34 0.236
H 0.10 -1.92 0.10 0.394
H -0.97 0.53 -1.27 0.218
H 1.24 2.32 -0.15 0.205
H -0.50 2.63 -0.02 0.239
H 0.29 2.60 -1.62 0.201
H 1.13 0.55 -2.59 0.218
H 2.06 0.14 -1.17 0.210
H 0.95 -1.05 -1.89 0.202
```

**Orbital gap**: 10.475 eV
**ΔE to the lowest compared entry with this formula, charge and spin**: 6.09 kcal per mole
**Lowest unoccupied orbital energy**: 0.9 eV

---

Here is a structure of composition C43H31N4PPdS2 from the Open Molecules 2025 dataset. Energies are from ωB97M-V/def2-TZVPD.

The geometry in XYZ format:
```
82
Properties=species:S:1:pos:R:3:lowdin_charge:R:1
Pd -0.72 0.46 -1.01 0.521
C 1.36 0.10 -4.71 -0.011
C 0.54 0.15 -3.58 -0.096
N 0.98 0.19 -2.33 0.011
C 2.34 0.20 -2.11 -0.171
C 3.23 0.12 -3.21 -0.140
C 2.71 0.08 -4.52 0.027
C 4.63 0.06 -3.00 -0.008
C 5.12 0.03 -1.74 -0.043
C 4.24 0.11 -0.64 -0.040
C 2.89 0.24 -0.79 -0.178
N 1.30 -1.16 0.23 0.216
C 2.54 0.41 1.80 -0.213
C 3.63 1.20 2.06 -0.026
C 4.08 1.44 3.38 -0.030
C 3.41 0.92 4.44 -0.001
C 2.22 0.17 4.22 -0.138
C 1.43 -0.30 5.30 0.011
C 0.25 -0.92 5.04 -0.033
C -0.14 -1.09 3.69 -0.128
N 0.59 -0.70 2.67 0.092
C 1.77 -0.07 2.91 -0.208
H 0.91 0.07 -5.69 0.122
H -0.53 0.16 -3.71 0.079
H 3.39 0.03 -5.36 0.135
H 5.28 0.00 -3.86 0.130
H 6.19 -0.04 -1.56 0.124
H 4.67 0.03 0.35 0.108
H 4.15 1.69 1.25 0.121
H 4.96 2.04 3.53 0.120
H 3.74 1.09 5.45 0.127
H 1.76 -0.13 6.31 0.129
H -0.39 -1.28 5.83 0.114
H -1.08 -1.58 3.45 0.113
S 0.70 1.58 0.37 0.692
C 1.96 0.27 0.41 -0.632
N 1.95 -2.06 0.62 0.109
C 2.63 -3.03 1.05 -0.173
C 2.50 -3.49 2.43 0.011
C 3.27 -4.52 2.81 -0.015
C 4.20 -5.18 1.91 -0.021
C 4.33 -4.80 0.63 -0.097
C 3.56 -3.70 0.08 -0.641
S 3.64 -3.25 -1.47 0.899
H 1.82 -2.98 3.08 0.106
H 3.21 -4.87 3.84 0.127
H 4.78 -6.00 2.30 0.126
H 5.02 -5.30 -0.04 0.117
C -5.78 -0.40 2.45 -0.047
C -6.15 -0.17 1.13 -0.051
C -5.23 0.30 0.21 -0.078
C -3.92 0.55 0.63 -0.373
C -3.54 0.33 1.95 -0.082
C -4.47 -0.15 2.86 -0.060
P -2.74 1.20 -0.55 0.983
C -2.83 0.31 -2.12 -0.402
C -3.16 0.82 -3.39 -0.062
C -3.11 0.00 -4.49 -0.047
C -2.70 -1.33 -4.37 -0.051
C -2.36 -1.85 -3.14 -0.058
C -2.44 -1.04 -2.00 -0.154
C -3.08 2.94 -0.85 -0.350
C -4.11 3.59 -0.19 -0.062
C -4.34 4.94 -0.43 -0.050
C -3.53 5.63 -1.33 -0.046
C -2.49 4.98 -1.98 -0.055
C -2.25 3.64 -1.73 -0.107
H -6.50 -0.77 3.16 0.118
H -7.17 -0.37 0.82 0.118
H -5.53 0.48 -0.81 0.120
H -2.52 0.53 2.26 0.098
H -4.19 -0.32 3.89 0.112
H -3.47 1.86 -3.48 0.116
H -3.41 0.38 -5.46 0.123
H -2.67 -1.96 -5.25 0.121
H -2.07 -2.89 -3.05 0.120
H -2.36 -1.49 -1.02 0.108
H -4.75 3.06 0.51 0.107
H -5.14 5.45 0.08 0.117
H -3.71 6.68 -1.52 0.118
H -1.86 5.52 -2.67 0.116
H -1.41 3.14 -2.21 0.096
```

**Orbital gap (alpha / beta)**: 5.758 / 5.759 eV
**ΔE to the lowest compared entry with this formula, charge and spin**: 95.54 kcal per mole
**Lowest unoccupied orbital energy (alpha / beta)**: -7.3 / -7.3 eV
**Total charge**: +2

---

Here is a cluster of 2 separate species, C9H12N6 in total at a distorted geometry from the Open Molecules 2025 dataset. Energies are from ωB97M-V/def2-TZVPD.

The geometry in XYZ format:
```
27
Properties=species:S:1:pos:R:3:lowdin_spin:R:1
C -4.73 -0.75 -0.30 0.168
C -3.70 -1.68 -0.50 0.015
C -4.37 0.65 -0.09 0.207
C -2.36 -1.29 -0.28 0.207
C -1.09 1.88 0.43 0.006
C -3.07 1.01 0.31 0.013
C -2.14 0.00 0.06 0.026
C 1.40 -0.66 0.10 0.412
C 3.76 0.20 0.44 0.014
N -2.32 2.19 0.56 0.235
N -0.89 0.61 0.10 0.552
N 4.26 1.46 0.49 0.004
N 4.56 -0.81 0.39 0.003
N 1.41 -1.19 -1.08 0.033
N 2.44 0.07 0.57 0.069
H -5.77 -0.87 -0.21 0.008
H -3.83 -2.68 -0.77 -0.003
H -5.18 1.37 -0.15 0.009
H -1.65 -1.98 -0.62 0.010
H -0.28 2.62 0.51 -0.004
H 5.25 1.54 0.79 0.001
H 3.63 2.27 0.78 0.000
H 5.53 -0.54 0.41 0.000
H 4.42 -1.82 0.28 0.000
H 0.46 -1.44 -1.50 0.003
H 2.18 -1.10 -1.73 0.009
H 2.09 0.94 1.04 0.001
```

**Orbital gap (alpha / beta)**: 7.733 / 5.563 eV
**Lowest unoccupied orbital energy (alpha / beta)**: -7.7 / -9.8 eV
**Multiplicity**: 3
**Total charge**: +2

---

Here is an isolated molecule of C5H6O at a distorted geometry from the Open Molecules 2025 dataset. Energies are from ωB97M-V/def2-TZVPD.

The geometry in XYZ format:
```
12
Properties=species:S:1:pos:R:3:nbo_charge:R:1
C -0.78 -1.19 0.06 -0.484
C -1.34 0.14 -0.24 -0.180
C -0.66 1.29 0.13 -0.254
C 0.85 0.73 0.26 0.093
C 0.69 -0.86 0.38 0.001
H -0.74 -1.95 -0.77 0.236
H -1.23 -1.53 0.92 0.230
H -2.27 0.33 -0.59 0.195
H -1.17 2.29 0.49 0.233
H 1.50 1.42 0.72 0.170
H 1.32 -1.25 1.28 0.226
O 1.24 0.01 -0.70 -0.466
```

**Orbital gap**: 9.975 eV
**ΔE to the lowest compared entry with this formula, charge and spin**: 87.66 kcal per mole
**Lowest unoccupied orbital energy**: 1.1 eV

---

| no. | E (Eh) |
| --- | --- |
| 1 | -327.12164 |
| 2 | -3141.27762 |
| 3 | -677.91216 |
| 4 | -269.20654 |